No. 1
Computed, not measured: C13H9F3GaNO4S as an isolated structure, with ωB97M-V/def2-TZVPD.

Calculated values
HOMO-LUMO gap   8.353 eV
Charge   0
Total energy   -3479.181804 hartree
E_LUMO   -0.834 eV

Atoms and positions in Å:
Ga: -0.45 0.11 -0.38
S: -1.27 -4.18 -0.79
C: -2.78 -3.37 -0.91
C: -2.64 -2.02 -0.83
C: -1.29 -1.61 -0.69
C: -0.45 -2.70 -0.64
C: 0.98 -2.53 -0.40
C: 1.93 -3.54 -0.39
C: 3.25 -3.20 -0.16
C: 3.60 -1.88 0.04
C: 2.60 -0.91 0.01
N: 1.33 -1.24 -0.19
H: -3.69 -3.94 -1.03
H: -3.47 -1.33 -0.88
H: 1.64 -4.57 -0.56
H: 4.01 -3.97 -0.15
H: 4.63 -1.58 0.21
H: 2.79 0.14 0.14
C: 0.07 3.64 -0.11
C: 1.18 2.65 -0.36
O: 2.35 2.97 -0.39
O: 0.86 1.37 -0.55
H: 0.49 4.64 -0.13
H: -0.35 3.45 0.88
H: -0.73 3.53 -0.84
F: -4.58 1.55 0.93
C: -3.60 2.43 1.23
F: -3.55 3.35 0.25
F: -3.94 3.05 2.36
C: -2.23 1.69 1.35
O: -1.59 1.74 2.37
O: -1.94 1.09 0.26



No. 2
Computed, not measured: a single C5H3ClN2O molecule in a non-equilibrium geometry, with ωB97M-V/def2-TZVPD.

Calculated values
HOMO-LUMO gap   9.554 eV
Charge   0
Total energy   -837.144263 hartree
E_LUMO   -0.613 eV
SMILES string   C/C(OC#N)=C(\Cl)C#N

Atoms and positions in Å:
C: -1.45 0.04 -2.02
C: -0.98 -0.90 2.12
C: -0.04 -0.04 0.11
C: 1.14 0.49 -0.63
C: 0.15 -0.44 1.45
N: -1.67 0.27 -3.11
N: -1.77 -1.31 2.85
O: -1.21 -0.11 -0.73
Cl: 1.50 -0.03 2.52
H: 0.90 0.70 -1.81
H: 2.06 -0.18 -0.48
H: 1.37 1.49 -0.28



No. 3
Computed, not measured: C5H8O as an isolated structure, with ωB97M-V/def2-TZVPD.

Calculated values
HOMO-LUMO gap   9.929 eV
Charge   0
Total energy   -270.422914 hartree
E_LUMO   1.122 eV

Atoms and positions in Å:
C: -1.58 0.58 0.01
C: -2.53 -0.27 0.32
C: 1.35 0.62 -0.50
C: 1.43 -0.88 -0.63
O: 1.81 -0.92 0.80
C: 1.66 0.44 0.78
H: -1.32 0.82 -1.02
H: -0.98 1.07 0.77
H: -2.74 -0.52 1.36
H: -3.15 -0.75 -0.44
H: 0.52 -1.49 -0.68
H: 2.17 -1.25 -1.33
H: 1.76 1.08 1.65
H: 1.61 1.48 -1.10



No. 4
Computed, not measured: C4H8N5O2 as an isolated structure in a non-equilibrium geometry, with ωB97M-V/def2-TZVPD.

Calculated values
HOMO-LUMO gap (spin up / spin down)   8.411 / 8.412 eV
Charge   +1
Total energy   -581.046521 hartree
E_LUMO (spin up / spin down)   -5.211 / -5.210 eV

Atoms and positions in Å:
C: 0.29 -0.94 1.91
C: 0.10 -0.29 -0.11
C: -2.05 -1.55 -0.53
C: 2.22 0.43 1.02
N: -0.78 -1.47 1.51
N: -0.97 -1.13 0.24
N: 0.86 -0.15 0.98
N: -0.77 2.35 -1.29
N: 0.04 1.83 -1.94
O: 0.30 0.14 -1.33
O: 0.76 1.71 -2.81
H: 0.51 -0.82 2.97
H: -1.72 -2.45 -1.16
H: -2.97 -1.83 0.13
H: -2.21 -0.75 -1.20
H: 2.60 0.68 0.05
H: 2.24 1.38 1.55
H: 2.78 -0.35 1.46
H: -1.23 3.21 -1.45



No. 5
Computed, not measured: C21H19F5N2SSe2V as an isolated structure in a non-equilibrium geometry, with ωB97M-V/def2-TZVPD.

Calculated values
HOMO-LUMO gap (spin up / spin down)   6.718 / 8.041 eV
Charge   0
2S+1   4
Total energy   -7565.538070 hartree
E_LUMO (spin up / spin down)   0.157 / 0.036 eV

Atoms and positions in Å:
V: 0.16 0.41 -0.05
C: -0.87 -4.53 0.83
Se: 0.27 -2.97 0.49
C: 0.21 -3.03 -1.48
C: -1.14 -2.62 -2.03
Se: -1.55 -0.75 -1.52
C: -1.30 0.04 -3.28
H: -0.55 -5.36 0.21
H: -1.91 -4.28 0.62
H: -0.76 -4.79 1.87
H: 0.49 -4.04 -1.79
H: 0.97 -2.33 -1.82
H: -1.94 -3.26 -1.64
H: -1.15 -2.66 -3.12
H: -2.08 -0.32 -3.96
H: -0.31 -0.22 -3.65
H: -1.38 1.12 -3.15
F: 4.15 -1.44 4.18
C: 3.36 -0.49 3.64
F: 3.93 0.68 4.00
F: 2.19 -0.57 4.29
C: 3.23 -0.66 2.16
C: 4.17 -1.40 1.46
C: 4.03 -1.55 0.09
C: 2.89 -1.05 -0.52
N: 1.94 -0.38 0.14
C: 2.15 -0.09 1.45
S: 1.04 1.05 2.05
H: 5.00 -1.85 1.98
H: 4.77 -2.08 -0.48
H: 2.74 -1.18 -1.58
F: 2.78 2.70 -4.20
C: 1.84 2.79 -3.23
C: 1.65 1.72 -2.38
C: 0.67 1.77 -1.40
C: -0.10 2.95 -1.27
C: 0.14 4.01 -2.14
F: -0.61 5.14 -2.07
C: 1.09 3.95 -3.14
C: -1.15 2.87 -0.25
C: -1.88 3.93 0.29
C: -2.86 3.67 1.23
C: -3.11 2.35 1.60
C: -2.33 1.35 1.04
N: -1.36 1.60 0.17
H: 2.28 0.85 -2.50
H: 1.24 4.78 -3.81
H: -1.67 4.94 -0.01
H: -3.42 4.48 1.67
H: -3.89 2.10 2.31
H: -2.49 0.31 1.30



No. 6
Computed, not measured: C32H23N6O6W as an isolated structure in a non-equilibrium geometry, with ωB97M-V/def2-TZVPD.

Calculated values
HOMO-LUMO gap (spin up / spin down)   4.678 / 4.106 eV
Charge   +3
2S+1   3
Total energy   -2079.268059 hartree
E_LUMO (spin up / spin down)   -10.464 / -10.799 eV

Atoms and positions in Å:
W: 11.19 8.65 12.62
O: 6.16 9.29 9.82
C: 7.15 8.86 8.98
C: 6.88 8.40 7.66
C: 7.90 8.34 6.72
C: 9.12 8.93 7.09
C: 9.43 9.18 8.42
C: 8.52 8.94 9.41
C: 9.02 8.93 10.80
O: 10.21 9.40 10.93
N: 8.26 8.52 11.75
N: 8.97 8.43 12.91
C: 8.32 8.50 14.07
C: 8.76 8.01 15.31
C: 7.99 8.39 16.50
C: 8.52 8.80 17.74
C: 9.39 9.87 18.00
C: 10.10 10.56 17.02
N: 10.14 10.27 15.70
H: 5.40 9.40 9.19
H: 5.92 8.08 7.33
H: 7.85 7.76 5.82
H: 9.98 8.93 6.41
H: 10.42 9.44 8.77
H: 7.36 9.06 14.07
H: 6.89 8.33 16.35
H: 8.35 8.13 18.61
H: 9.52 10.13 19.05
H: 10.76 11.38 17.43
O: 14.46 6.69 14.60
C: 13.29 7.13 14.15
O: 13.29 8.08 13.32
C: 12.10 6.50 14.76
C: 12.14 5.33 15.50
C: 11.08 5.18 16.40
C: 10.00 5.96 16.24
C: 9.83 7.04 15.31
N: 10.91 7.17 14.42
C: 11.15 10.72 14.94
O: 11.56 11.95 15.29
O: 11.44 10.29 13.80
H: 15.20 7.34 14.25
H: 13.02 4.65 15.47
H: 11.18 4.51 17.25
H: 9.12 5.90 16.93
H: 12.21 12.29 14.64
C: 11.12 4.52 10.35
C: 10.90 5.53 11.26
N: 11.51 6.74 11.25
C: 12.54 6.88 10.31
C: 12.76 5.91 9.27
C: 12.10 4.67 9.36
C: 13.94 6.10 8.48
C: 14.75 7.22 8.59
C: 14.39 8.32 9.47
C: 15.03 9.57 9.43
C: 14.55 10.54 10.29
C: 13.43 10.27 11.09
N: 12.89 9.05 11.23
C: 13.28 8.08 10.37
H: 10.51 3.60 10.35
H: 10.08 5.51 12.00
H: 12.21 3.98 8.54
H: 14.23 5.37 7.74
H: 15.63 7.30 8.00
H: 15.82 9.75 8.72
H: 14.98 11.53 10.29
H: 13.07 11.07 11.73



No. 7
Computed, not measured: a single CCl2F3OPS molecule in a non-equilibrium geometry, with ωB97M-V/def2-TZVPD.

Calculated values
HOMO-LUMO gap   9.930 eV
Charge   0
Total energy   -2072.951419 hartree
E_LUMO   -0.791 eV
SMILES string   O=P(Cl)(Cl)SC(F)(F)F

Atoms and positions in Å:
C: -1.03 0.05 0.37
O: 1.30 -0.03 -1.48
F: -0.72 -1.15 0.01
F: -2.23 0.02 0.98
F: -1.17 0.76 -0.75
P: 1.78 0.01 -0.15
S: 0.25 0.90 1.32
Cl: 3.35 1.20 0.06
Cl: 2.28 -1.76 0.53



No. 8
Computed, not measured: a 2-piece molecular cluster, C9H16BFNO2 overall, with ωB97M-V/def2-TZVPD.

Calculated values
HOMO-LUMO gap   8.298 eV
Charge   -1
Total energy   -682.519502 hartree
E_LUMO   3.084 eV

Atoms and positions in Å:
C: 0.10 -1.13 1.88
C: -1.24 -0.97 2.58
F: -2.17 -1.76 1.81
B: -1.77 0.56 2.78
C: -2.06 1.29 1.32
C: -0.89 2.12 0.86
O: -0.89 2.26 -0.62
C: 0.19 2.78 -1.17
O: 1.17 3.20 -0.60
H: 0.15 -0.53 0.97
H: 0.29 -2.18 1.61
H: 0.90 -0.80 2.55
H: -1.19 -1.48 3.55
H: -0.87 1.16 3.38
H: -2.78 0.56 3.48
H: -2.95 1.93 1.38
H: -2.27 0.53 0.56
H: 0.07 1.69 1.13
H: -0.91 3.14 1.26
H: 0.10 2.75 -2.26
N: 2.36 -1.42 -1.73
C: 1.35 -0.56 -2.06
C: 0.80 -1.00 -3.23
C: 1.51 -2.17 -3.62
C: 2.46 -2.41 -2.67
H: 2.92 -1.35 -0.90
H: 1.12 0.28 -1.42
H: -0.03 -0.54 -3.74
H: 1.32 -2.77 -4.50
H: 3.20 -3.19 -2.58